Entry 1:
Here is a single C5H9NO molecule in a non-equilibrium geometry from the OMol25 dataset. Energies are from ωB97M-V/def2-TZVPD.

XYZ file:
```
16
Properties=species:S:1:pos:R:3:lowdin_charge:R:1
C -1.95558 -0.73447 -0.26510 -0.0946
C -0.43532 -0.73158 -0.13043 -0.2170
C 0.12495 0.64906 0.19385 -0.4211
O -0.38023 1.15791 1.41262 -0.0268
C 1.66487 0.64143 0.26206 -0.1293
C 2.26649 0.34616 -1.04143 -0.2262
N 2.69841 0.10739 -2.08827 0.1444
H -2.27589 -0.04534 -1.05463 0.0826
H -2.32433 -1.73349 -0.51612 0.0752
H -2.44387 -0.41903 0.66328 0.0714
H 0.02722 -1.09474 -1.05581 0.1147
H -0.11954 -1.42457 0.66588 0.1226
H -0.17701 1.35606 -0.58998 0.1529
H -0.68789 0.41344 1.94982 0.0955
H 2.00276 -0.10750 0.98781 0.1282
H 2.01497 1.61929 0.60645 0.1274
```

Its structure (SMILES) is CC[C@@H](O)CC#N. The calculation puts the energy above the lowest of the compared OMol25 structures with the same formula, charge and spin at 22.41 kcal per mole.

Entry 2:
Here is 2 unconnected molecules or ions with the total composition C5H13NO in a non-equilibrium geometry from the OMol25 dataset. Energies are from ωB97M-V/def2-TZVPD.

XYZ file:
```
20
Properties=species:S:1:pos:R:3:mulliken_spin:R:1
C 2.14918 -0.27553 -0.65058 0.7581
C 1.75544 1.18435 -0.84911 0.0227
C 0.28493 1.46885 -0.42360 0.7728
C 0.06531 1.03962 1.04019 -0.5069
C -1.11209 0.46459 1.36374 0.6583
N 1.05370 1.07837 2.04143 0.4435
H 1.32865 -0.97083 -0.86983 -0.2277
H 2.90525 -0.46186 -1.42002 -0.2169
H 2.53000 -0.46834 0.34712 0.0457
H 1.85958 1.51873 -1.88893 -0.1724
H 2.40178 1.84994 -0.26545 -0.0843
H -0.42900 0.87601 -0.99698 -0.0902
H -0.09006 2.49254 -0.51337 -0.1446
H -1.92598 0.47819 0.65399 -0.4266
H -1.39224 0.35731 2.40644 -0.0486
H 1.93663 1.42332 1.71752 -0.0373
H 1.13550 0.21602 2.56142 -0.1647
H -5.02312 -4.75897 -1.05971 -0.2687
H -4.60342 -3.33303 -1.39305 -0.3070
O -4.83002 -4.17930 -1.80121 0.9947
```

Its net charge is -1. The spin multiplicity is 2. Its expectation value of S² is 0.7505. The calculation puts the energy above the lowest of the compared OMol25 structures with the same formula, charge and spin at 31.86 kcal per mole.

Entry 3:
Here is a single C17H21ClN2O4 molecule from the OMol25 dataset. Energies are from ωB97M-V/def2-TZVPD.

XYZ file:
```
45
Properties=species:S:1:pos:R:3:lowdin_charge:R:1
C -5.13243 -3.14394 0.69890 -0.0613
C -4.01383 -3.17627 -0.33203 -0.2110
O -3.99383 -1.97751 -1.11456 0.0066
C -3.33711 -0.93479 -0.62155 -0.4722
O -2.74668 -0.92024 0.42986 0.1077
C -3.41616 0.26765 -1.55009 -0.0760
N -2.68715 1.38127 -0.99725 0.0788
C -1.37071 1.52748 -1.39917 -0.5176
O -0.95713 0.99516 -2.41232 0.0615
N -0.60165 2.38953 -0.66440 -0.0417
C -0.92029 2.84812 0.67015 -0.1500
C -0.40214 1.84024 1.69942 -0.1529
C 1.10903 1.69155 1.53164 -0.1375
C 1.46168 1.30933 0.08287 -0.2184
C 2.97057 1.33212 -0.06557 -0.3213
O 3.56898 2.37312 -0.22159 0.1126
C 3.69691 0.03490 0.00491 -0.1293
C 3.16212 -1.12239 0.56693 -0.0232
C 3.91398 -2.28309 0.60793 -0.0666
C 5.19550 -2.31600 0.08526 -0.0986
C 5.72822 -1.16176 -0.47024 -0.6598
Cl 7.32887 -1.18853 -1.11905 0.6804
C 4.99430 0.00844 -0.50647 -0.0349
C 0.82717 2.32566 -0.88335 -0.0993
H -4.95794 -2.34387 1.41431 0.0750
H -6.08945 -2.97916 0.20998 0.0783
H -5.16400 -4.09009 1.23126 0.0778
H -3.04372 -3.29282 0.16144 0.1211
H -4.16495 -3.98154 -1.05316 0.1239
H -4.46382 0.53358 -1.71598 0.1354
H -2.95653 0.01065 -2.50961 0.1343
H -2.87932 1.52561 -0.01753 0.1127
H -1.98951 3.03117 0.77787 0.1156
H -0.41021 3.80714 0.81086 0.1309
H -0.63195 2.18178 2.70973 0.1148
H -0.89142 0.87583 1.54150 0.1085
H 1.49362 0.93711 2.22125 0.1164
H 1.59709 2.64066 1.76718 0.1278
H 1.05781 0.32195 -0.15139 0.1434
H 2.17061 -1.12437 0.99048 0.1086
H 3.49833 -3.17622 1.04954 0.1076
H 5.77865 -3.22303 0.10942 0.1054
H 5.40556 0.91236 -0.92899 0.1188
H 0.99871 2.01926 -1.91595 0.1334
H 1.26420 3.31393 -0.72244 0.1345
```

Its structure (SMILES) is CCOC(=O)CNC(=O)N1CCC[C@H](C(=O)c2cccc(Cl)c2)C1. The calculation puts the energy above the lowest of the compared OMol25 structures with the same formula, charge and spin at 6.67 kcal per mole.

Entry 4:
Here is a single C3H7NO molecule in a non-equilibrium geometry from the OMol25 dataset. Energies are from ωB97M-V/def2-TZVPD.

XYZ file:
```
12
Properties=species:S:1:pos:R:3:lowdin_charge:R:1
C -1.43979 -0.89278 0.00451 -0.0366
C 0.01540 -0.30636 0.00695 -0.3974
C 0.23995 1.18825 -0.02548 -0.0597
N 0.92246 -1.18921 -0.03378 0.0204
O 2.26040 -0.72770 0.00378 -0.0705
H -1.96769 -0.42728 0.86108 0.0806
H -1.88670 -0.72817 -0.95906 0.0617
H -1.34614 -1.98148 0.16622 0.0754
H 0.93549 1.39477 -0.85647 0.0811
H 0.68223 1.68712 0.93451 0.1207
H -0.67750 1.74168 -0.21550 0.0700
H 2.26188 0.24118 0.11324 0.0543
```

Its structure (SMILES) is CC(C)=NO. The calculation puts the energy above the lowest of the compared OMol25 structures with the same formula, charge and spin at 60.16 kcal per mole.

Entry 5:
Here is 2 unconnected molecules or ions with the total composition C8H12N3 in a non-equilibrium geometry from the OMol25 dataset. Energies are from ωB97M-V/def2-TZVPD.

XYZ file:
```
23
Properties=species:S:1:pos:R:3:lowdin_charge:R:1
C 3.18946 0.23325 0.27804 0.0029
C 3.34460 1.21021 -0.67887 0.0191
C 2.00017 -0.41919 0.24325 0.0271
C 2.25598 1.61849 -1.45315 -0.0960
C 0.91579 0.14517 -0.41092 -0.2930
C -1.21675 -2.96668 1.82547 0.0923
C -0.28570 -0.48580 -0.33791 0.0783
C -1.91983 1.40231 -0.63133 -0.1725
N 1.07496 1.11072 -1.33820 0.1362
N -1.81989 2.12613 0.50693 0.0454
N -1.52546 -0.22506 -0.44120 0.1554
H 4.01265 -0.01962 0.83239 0.1041
H 4.16752 1.80343 -0.82291 0.0968
H 1.85062 -1.28453 0.81082 0.1150
H 2.43293 2.37363 -2.21321 0.1305
H -2.08261 -3.06116 2.53992 0.0149
H -0.54244 -3.80785 1.96224 -0.0031
H -3.02096 1.51889 -0.82685 0.1447
H -1.24205 1.74236 -1.47378 0.1312
H -2.56767 2.09384 1.24271 0.1390
H -0.97998 2.23559 0.98544 0.0681
H -1.04198 -1.99736 1.44892 -0.0856
H -2.27097 -0.90671 -0.48126 0.1492
```

Its net charge is +1. The calculation puts the energy above the lowest of the compared OMol25 structures with the same formula, charge and spin at 143.54 kcal per mole.

Entry 6:
Here is 2 unconnected molecules or ions with the total composition C16H21ClNO in a non-equilibrium geometry from the OMol25 dataset. Energies are from ωB97M-V/def2-TZVPD.

XYZ file:
```
40
Properties=species:S:1:pos:R:3:lowdin_charge:R:1
C -0.38527 0.33063 1.98396 -0.0730
N 0.83684 0.30841 1.18480 -0.1468
C 1.55552 -0.99535 1.33796 -0.1329
C 3.00936 -0.92639 1.81267 -0.1797
O 3.68680 0.28110 1.50387 -0.1258
C 3.01620 1.48332 1.82271 -0.1808
C 1.57677 1.57556 1.34580 -0.1486
H -0.34839 1.07556 2.79004 0.0968
H -1.24801 0.58672 1.36543 0.0382
H -0.56942 -0.63596 2.44937 0.0907
H 1.02757 -1.60582 2.08566 0.1109
H 1.55908 -1.57789 0.39415 0.1135
H 3.02091 -1.13907 2.90263 0.1297
H 3.61997 -1.69243 1.30021 0.1345
H 3.02360 1.67420 2.90853 0.1290
H 3.62516 2.25266 1.32801 0.1340
H 1.53965 2.16364 0.41730 0.1064
H 1.07671 2.17705 2.11457 0.1128
Cl -4.18054 -4.38656 -0.54122 0.7714
C -3.17661 -3.02275 -0.71926 -0.6498
C -3.54471 -1.80476 -0.12488 -0.0640
C -2.72574 -0.69303 -0.27494 -0.0028
C -1.50585 -0.76222 -1.00288 -0.1712
C -0.69052 0.41854 -1.13837 -0.1017
C 0.37537 0.53343 -2.21538 -0.0913
C 0.44785 2.07613 -2.53444 -0.1272
C -0.56488 2.68436 -1.60046 0.0532
C -1.17079 1.71273 -0.83110 -0.0364
C -1.22495 -1.96924 -1.69939 0.0174
C -2.08269 -3.06057 -1.59898 -0.0658
H -4.45583 -1.73606 0.46466 0.1202
H -3.07305 0.25424 0.14359 0.1151
H 1.35588 0.08124 -1.97922 0.1407
H 0.01206 0.00820 -3.12723 0.1338
H 1.45837 2.50394 -2.47799 0.1285
H 0.10543 2.14811 -3.57945 0.1329
H -0.78112 3.75110 -1.56716 0.1316
H -1.96150 1.88858 -0.11077 0.1156
H -0.35257 -2.00566 -2.35772 0.1241
H -1.88665 -3.95570 -2.17506 0.1168
```

Its net charge is +1. The calculation puts the energy above the lowest of the compared OMol25 structures with the same formula, charge and spin at 23.73 kcal per mole.